Record 1
Molecular formula: C5H8N5
Method: DFT, the ωB97M-V functional and the def2-TZVPD basis

Cartesian coordinates (Å):
N (-1.96, 0.82, -0.11)
N (2.69, -0.79, 0.72)
N (-0.37, -1.41, -1.61)
N (-2.46, -1.05, 1.07)
N (0.84, 0.55, 0.08)
C (0.18, 1.72, -0.20)
C (-1.77, -0.44, 0.14)
C (-1.14, 1.79, -0.56)
C (2.13, 0.24, 0.07)
C (-0.74, -1.11, -0.56)
H (-3.39, -0.59, 1.33)
H (3.65, -0.86, 0.67)
H (-2.30, -1.96, 1.21)
H (-1.63, 2.74, -0.74)
H (0.72, 2.69, -0.29)
H (2.25, -1.49, 1.24)
H (2.90, 0.92, -0.32)
H (0.41, -1.75, -2.15)

Summary:
2S+1 ... 1
Charge ... +1
E_HOMO (spin up / spin down) ... -11.52 / -11.52 eV
Structure (SMILES) ... [NH+]#C\C(N)=N/C=C\N=C\N


Record 2
Molecular formula: C2H4N4OS
Method: DFT, the ωB97M-V functional and the def2-TZVPD basis

Cartesian coordinates (Å):
S (-0.27, 0.00, -2.83)
O (-0.73, 1.52, -0.88)
N (0.08, 0.47, -1.27)
N (-0.66, 1.63, 0.56)
N (0.85, -1.49, -0.08)
N (0.14, 0.04, 2.16)
C (0.36, -0.31, -0.18)
C (-0.08, 0.56, 0.92)
H (0.97, -0.56, 2.26)
H (0.92, -1.89, -1.05)
H (-1.50, -0.58, -2.62)
H (-0.07, 0.61, 3.02)

Summary:
2S+1 ... 1
E_HOMO ... -8.90 eV
Structure (SMILES) ... [H]/N=c1/c(N)non1S


Record 3
Molecular formula: C5H12O2
Method: DFT, the ωB97M-V functional and the def2-TZVPD basis

Cartesian coordinates (Å):
O (1.49, 1.18, 1.75)
O (1.61, -0.94, 0.16)
C (-0.35, 0.54, 0.29)
C (0.31, -0.75, -0.19)
C (-1.67, -1.65, -1.53)
C (0.07, 1.09, 1.65)
C (-0.27, -1.64, -1.00)
H (-1.44, 0.38, 0.34)
H (-1.68, -1.61, -2.63)
H (-2.19, -2.58, -1.25)
H (1.74, 1.17, 2.68)
H (-0.19, 1.31, -0.46)
H (1.78, 2.15, -0.96)
H (-0.33, 0.47, 2.47)
H (-0.36, 2.10, 1.76)
H (1.88, -0.23, 0.77)
H (-2.28, -0.81, -1.17)
H (0.38, -2.45, -1.32)
H (1.57, 2.37, -1.64)

Summary:
2S+1 ... 1
E_HOMO ... -7.98 eV
Structure (SMILES) ... C/C=C(/O)CCO.[H][H]


Record 4
Molecular formula: C2H3NO2
Method: DFT, the ωB97M-V functional and the def2-TZVPD basis

Cartesian coordinates (Å):
O (-2.00, -0.45, 0.48)
O (1.47, -0.01, -0.70)
N (2.65, 0.76, 1.20)
C (-2.21, -0.41, -0.71)
C (1.91, 0.35, 0.32)
H (2.84, 0.53, 2.15)
H (-2.17, -1.28, -1.40)
H (-2.48, 0.51, -1.33)

Summary:
2S+1 ... 1
E_HOMO ... -10.22 eV
Structure (SMILES) ... N=C=O.C=O


Energy relative to the best compared isomer or geometry (same formula, charge and spin)? In order: 55.8 59.7 50.5 30.0 kcal/mol.